This record from the Open Molecules 2025 dataset describes a 6-piece molecular cluster, C20H25BF19O10 overall at a distorted geometry. The level of theory is ωB97M-V with the def2-TZVPD basis set.

Geometry as XYZ:
```
75
C20H25BF19O10, DFT ωB97M-V with the def2-TZVPD basis set
B 0.96 1.00 -0.65
F 1.84 1.85 -1.35
F -0.34 1.20 -1.18
F 1.30 -0.36 -0.78
F 1.01 1.32 0.73
C -1.70 -1.52 -0.96
C -0.81 -2.27 -1.92
O -1.09 -3.68 -1.78
C -0.84 -4.47 -2.79
O -0.52 -4.15 -3.90
C -1.04 -5.95 -2.39
F -1.56 -6.11 -1.18
F -1.86 -6.54 -3.27
F 0.14 -6.59 -2.43
H -1.24 -1.37 0.01
H -2.58 -2.15 -0.82
H -2.00 -0.56 -1.35
H 0.25 -2.10 -1.76
H -1.01 -1.96 -2.95
C 3.66 -0.46 5.53
C 3.01 0.11 4.29
O 3.34 -0.61 3.11
C 2.65 -1.70 2.84
O 1.88 -2.25 3.57
C 2.95 -2.25 1.43
F 1.82 -2.70 0.89
F 3.53 -1.37 0.65
F 3.78 -3.32 1.56
H 3.29 0.09 6.40
H 4.74 -0.31 5.50
H 3.40 -1.49 5.74
H 3.27 1.16 4.14
H 1.93 0.18 4.45
C 5.77 1.52 0.21
C 4.54 2.31 0.60
O 5.01 3.63 0.96
C 4.12 4.60 1.01
O 2.96 4.53 0.74
C 4.76 5.91 1.50
F 4.44 6.13 2.78
F 6.09 5.92 1.41
F 4.29 6.94 0.78
H 6.46 1.36 1.04
H 6.29 2.07 -0.58
H 5.47 0.55 -0.18
H 3.96 1.86 1.40
H 3.90 2.32 -0.29
C -1.04 -0.39 4.12
C -1.03 -0.25 2.60
O -2.38 -0.07 2.12
C -2.75 1.08 1.60
O -2.14 2.10 1.53
C -4.21 0.94 1.10
F -4.62 2.08 0.55
F -4.35 -0.03 0.19
F -5.02 0.67 2.14
H -0.32 -1.16 4.43
H -2.05 -0.64 4.42
H -0.64 0.50 4.60
H -0.65 -1.13 2.08
H -0.37 0.55 2.25
C -3.25 0.76 -3.32
C -4.56 1.39 -3.73
O -5.05 0.95 -4.99
C -5.66 -0.22 -5.05
O -5.70 -1.06 -4.20
C -6.33 -0.45 -6.42
F -6.75 0.71 -6.96
F -5.49 -1.06 -7.25
F -7.40 -1.23 -6.28
H -2.91 1.23 -2.39
H -2.48 1.03 -4.05
H -3.32 -0.31 -3.19
H -4.45 2.47 -3.72
H -5.31 1.23 -2.94
```

Output
* relative energy (zero: lowest compared OMol25 entry of this formula, charge and spin): 0.0 kJ/mol
* HOMO energy: -8.788 eV
* charge: -1
* electronic energy: -3452.2398 hartree
* LUMO level: 0.085 Eh